{"formula": "C17H30BrN5O2PdSSi", "method": "ωB97M-V/def2-TZVPD", "e_above_lowest_kcal_mol": 0.0, "lumo_ha": 0.161, "max_force_ev_per_a": 0.2, "homo_energy_ev": -0.51, "charge": -2, "homo_lumo_gap_ha": 0.180, "symbols": ["Pd", "N", "N", "C", "N", "S", "H", "H", "H", "H", "H", "Br", "C", "C", "C", "C", "C", "C", "C", "O", "O", "H", "H", "H", "H", "C", "Si", "C", "C", "H", "H", "H", "H", "H", "H", "H", "H", "H", "C", "C", "N", "C", "C", "N", "C", "C", "H", "H", "H", "H", "H", "H", "H", "H", "H", "H", "H", "H"], "positions_angstrom": [[1.0914, -0.2174, -0.4941], [0.8996, 1.1582, 2.3839], [2.1187, 0.4134, 2.2597], [2.4946, 0.1900, 0.8740], [3.6051, -0.7578, 0.9615], [2.6798, 1.5910, -0.2093], [0.6464, 1.1184, 3.3654], [0.1558, 0.6837, 1.8573], [1.9669, -0.5329, 2.6043], [4.4238, -0.2415, 1.2769], [3.7966, -1.0500, 0.0107], [-4.2122, -1.1737, -4.1416], [-2.4853, -1.3068, -4.9397], [-2.4469, -1.9476, -6.1731], [-1.2375, -2.1211, -6.8248], [-0.0680, -1.6725, -6.2276], [-0.1228, -1.0555, -4.9891], [-1.3301, -0.8414, -4.3209], [-1.2583, -0.0861, -2.9726], [-2.2425, 0.5968, -2.6580], [-0.1580, -0.2246, -2.3947], [-3.3692, -2.3092, -6.6081], [-1.2118, -2.6151, -7.7893], [0.8861, -1.8140, -6.7215], [0.7717, -0.7240, -4.4781], [0.6405, -2.7599, 2.1169], [0.2777, -2.2269, 0.3051], [0.8920, -3.7748, -0.6526], [-1.6251, -2.4330, 0.2141], [0.2287, -3.7474, 2.3584], [0.2007, -2.0402, 2.8183], [1.7227, -2.7776, 2.2794], [0.4210, -4.6958, -0.2845], [1.9765, -3.8832, -0.5554], [0.6589, -3.6720, -1.7168], [-1.9492, -3.4562, 0.4467], [-1.9861, -2.1774, -0.7865], [-2.1049, -1.7583, 0.9276], [-3.1201, 0.9626, 0.4623], [-3.9866, 2.0455, -0.2309], [-3.4355, 3.3830, 0.0283], [-3.3339, 3.5816, 1.4736], [-2.3732, 2.5252, 2.0960], [-1.9472, 1.5869, 1.0715], [-1.1961, 2.3082, 0.0365], [-2.0806, 3.4383, -0.5475], [-2.7793, 0.2315, -0.2671], [-3.6777, 0.4403, 1.2483], [-5.0241, 2.0282, 0.1229], [-3.9877, 1.8848, -1.3102], [-4.3426, 3.5081, 1.8946], [-2.9726, 4.5996, 1.6517], [-2.8633, 1.9687, 2.9019], [-1.4803, 3.0051, 2.5057], [-0.9207, 1.5902, -0.7341], [-0.2678, 2.6826, 0.4725], [-2.1730, 3.3351, -1.6305], [-1.6683, 4.4299, -0.3337]]}

---

{"formula": "C6H9N", "method": "ωB97M-V/def2-TZVPD", "e_above_lowest_kcal_mol": 44.7, "lumo_ha": 0.025, "max_force_ev_per_a": 1.1, "smiles": "C/C=C\\C#N.C=C", "homo_energy_ev": -9.96, "homo_lumo_gap_ha": 0.391, "symbols": ["C", "C", "C", "C", "C", "C", "N", "H", "H", "H", "H", "H", "H", "H", "H", "H"], "positions_angstrom": [[0.4860, -1.5575, 0.7375], [-0.3701, -1.4782, -0.4852], [-1.1243, 1.5239, 0.7109], [0.1074, 2.0091, 0.8115], [-0.1131, -0.7676, -1.5885], [1.0441, 0.0731, -1.7134], [1.9687, 0.7652, -1.8146], [1.2726, -0.7986, 0.7378], [-0.1188, -1.4325, 1.6421], [0.9534, -2.5485, 0.7909], [-1.2832, -2.0713, -0.4801], [-1.6375, 1.4147, -0.2419], [0.6705, 2.3592, -0.0481], [-1.6702, 1.2280, 1.6019], [0.6031, 2.0614, 1.7773], [-0.7887, -0.7804, -2.4384]]}

---

{"formula": "C2H2FFeO2", "method": "ωB97M-V/def2-TZVPD", "e_above_lowest_kcal_mol": 36.8, "lumo_ha": [-0.486, -0.502], "max_force_ev_per_a": 3.7, "homo_energy_ev": [-20.56, -23.20], "charge": 2, "spin_multiplicity": 6, "homo_lumo_gap_ha": [0.270, 0.350], "symbols": ["O", "C", "C", "O", "H", "F", "Fe", "H"], "positions_angstrom": [[-1.0430, 0.4486, -0.4256], [-0.0481, 0.7769, 0.3254], [1.0710, -0.1507, 0.2627], [0.9914, -1.2279, -0.3366], [-0.0380, 1.7025, 0.9084], [2.2108, 0.2267, 0.7827], [-0.8546, -1.4891, -1.0507], [-2.2895, -0.2871, -0.4663]]}

---

{"formula": "C2H3NO2S", "method": "ωB97M-V/def2-TZVPD", "e_above_lowest_kcal_mol": 70.3, "lumo_ha": 0.004, "max_force_ev_per_a": 4.3, "homo_energy_ev": -9.03, "homo_lumo_gap_ha": 0.335, "symbols": ["C", "C", "N", "O", "O", "S", "H", "H", "H"], "positions_angstrom": [[-0.6106, -0.4282, 1.0542], [-4.2016, -0.0033, -0.2468], [0.0972, 0.7297, -1.0208], [-3.8471, 0.1243, -1.3163], [-4.5458, -0.3283, 0.8252], [0.0439, 0.9703, 0.6041], [-0.8834, -0.4385, 2.0755], [0.1399, -0.4019, -1.0946], [0.8332, 1.2024, -1.4376]]}